Entry 1:
ORCA calculation (the ωB97M-V functional and the def2-TZVPD basis) on a structure of composition C3H9F2KNO8PS2 at a distorted geometry.

The charge is 0. The value obtained for the HOMO-LUMO gap is 0.317 hartree. For the energy above the lowest of the compared OMol25 structures with the same formula, charge and spin, the calculation gives 118.5 kJ/mol.

Each line ends with the Löwdin charge.
Positions of all 27 atoms, in Å:
K 0.64 1.87 -0.36  0.907
N 2.91 2.18 -1.70  -0.414
S 4.17 3.02 -1.97  0.439
O 4.12 3.93 -3.09  -0.263
O 5.38 2.30 -1.64  -0.273
F 4.05 4.06 -0.74  -0.213
S 2.94 1.35 -3.14  0.521
O 4.09 0.52 -3.43  -0.254
O 2.36 2.03 -4.26  -0.265
F 1.85 0.21 -2.80  -0.226
C -2.56 0.52 3.14  -0.119
O -1.74 -0.61 3.11  -0.184
P -1.34 -1.23 1.68  0.416
O -0.37 -0.44 0.90  -0.309
O -0.77 -2.68 2.12  -0.197
C -0.28 -3.45 1.01  -0.093
O -2.75 -1.59 1.04  -0.207
C -3.28 -1.01 -0.15  -0.079
H -2.27 1.23 3.91  0.095
H -3.60 0.28 3.40  0.096
H -2.72 1.05 2.20  0.084
H 0.22 -4.35 1.35  0.094
H 0.37 -2.90 0.33  0.086
H -1.15 -3.77 0.43  0.087
H -3.13 -1.69 -0.98  0.095
H -2.83 -0.05 -0.41  0.079
H -4.33 -0.80 0.03  0.094

---

Entry 2:
ORCA calculation (the ωB97M-V functional and the def2-TZVPD basis) on a cluster of 12 separate species, H32N5O10S in total at a distorted geometry.

The charge is +3. The value obtained for the HOMO-LUMO gap is 0.111 hartree.

Each line ends with the Löwdin charge.
Positions of all 48 atoms, in Å:
N -5.99 -1.56 -1.26  0.354
H -6.33 -0.70 -1.66  0.160
H -6.67 -2.12 -0.78  0.164
H -5.12 -1.37 -0.77  0.162
H -5.72 -2.16 -2.03  0.155
N -3.24 4.52 1.57  0.356
H -3.80 4.83 2.36  0.158
H -3.29 3.52 1.66  0.159
H -2.31 4.78 1.88  0.160
H -3.52 4.89 0.67  0.157
N -0.10 -5.81 -3.23  0.355
H -0.16 -4.82 -3.04  0.161
H -0.08 -6.36 -2.38  0.158
H 0.77 -6.01 -3.72  0.161
H -0.85 -6.07 -3.85  0.160
N 2.43 -5.36 3.35  0.357
H 2.07 -5.64 4.24  0.162
H 2.42 -4.36 3.18  0.166
H 1.91 -5.90 2.67  0.154
H 3.40 -5.64 3.30  0.159
N 0.33 5.94 -3.17  0.356
H 0.67 5.12 -2.69  0.163
H 0.85 6.76 -2.87  0.163
H -0.66 6.01 -3.00  0.154
H 0.48 5.91 -4.17  0.161
S 0.25 0.04 0.55  0.069
O -1.21 0.08 0.85  -0.549
O 0.72 1.33 -0.03  -0.505
O 1.00 -0.42 1.75  -0.483
O 0.43 -0.93 -0.49  -0.505
O -3.27 -3.03 4.21  -0.063
H -2.89 -2.35 3.64  0.028
H -3.16 -2.69 5.10  0.033
O 5.29 3.76 -2.29  -0.059
H 5.52 3.31 -3.10  0.030
H 4.72 3.14 -1.82  0.029
O 1.08 6.30 2.98  -0.068
H 1.97 5.94 3.03  0.038
H 1.06 6.99 3.64  0.032
O 4.67 -2.85 -3.00  -0.048
H 4.96 -3.61 -2.50  0.023
H 3.81 -2.64 -2.64  0.023
O 3.45 -0.96 6.73  -0.053
H 2.80 -0.97 7.43  0.029
H 2.94 -0.92 5.92  0.024
O -0.39 0.58 -5.74  -0.052
H -1.13 1.17 -5.60  0.020
H -0.11 0.33 -4.86  0.031

---

Entry 3:
ORCA calculation (the ωB97M-V functional and the def2-TZVPD basis) on a structure of composition C43H56BrClN5O4P2W at a distorted geometry.

The charge is +1. Its spin multiplicity is 3. The value obtained for the HOMO-LUMO gap (alpha / beta) is 0.203 / 0.243 hartree. For the energy above the lowest of the compared OMol25 structures with the same formula, charge and spin, the calculation gives 89.7 kJ/mol.

Each line ends with the Löwdin spin population.
Positions of all 113 atoms, in Å:
W 0.01 -0.80 0.23  1.166
C 3.36 -2.86 7.14  0.000
C 3.26 -3.54 5.78  0.001
C 2.92 -5.02 6.00  0.000
C 4.61 -3.44 5.06  0.001
C 2.21 -2.87 4.89  0.007
C 1.62 -3.56 3.84  -0.002
C 0.76 -2.90 2.99  0.010
Br -0.13 -3.87 1.63  0.017
C 0.48 -1.54 3.11  0.004
O -0.24 -0.93 2.13  0.046
C 0.95 -0.86 4.24  0.011
C 1.82 -1.55 5.08  -0.001
C 0.55 0.59 4.54  0.001
C 1.27 1.52 3.55  0.001
C 0.95 1.01 5.96  0.000
C -0.97 0.75 4.44  0.000
H 4.01 -3.44 7.79  0.000
H 2.38 -2.77 7.63  0.000
H 3.79 -1.86 7.07  0.000
H 3.63 -5.45 6.71  0.000
H 2.99 -5.60 5.08  0.000
H 1.92 -5.14 6.41  0.000
H 5.39 -3.88 5.67  0.000
H 4.87 -2.39 4.88  0.000
H 4.59 -3.95 4.10  0.000
H 1.82 -4.61 3.67  0.000
H 2.21 -1.03 5.94  0.000
H 2.35 1.46 3.69  0.000
H 0.95 2.55 3.72  0.000
H 1.05 1.25 2.52  0.002
H 2.03 1.07 6.09  0.000
H 0.54 0.33 6.71  0.000
H 0.55 2.00 6.15  0.000
H -1.34 0.57 3.43  0.000
H -1.25 1.76 4.74  0.000
H -1.47 0.05 5.10  0.000
C -1.21 5.48 -0.25  0.000
P -1.37 3.73 -0.62  0.000
C 0.10 3.37 -1.70  0.000
N 0.73 4.50 -1.85  0.000
C 1.66 4.66 -2.83  0.000
C 2.40 5.86 -2.94  0.000
C 3.21 6.03 -4.03  0.000
C 3.30 5.03 -5.04  0.000
C 2.61 3.86 -4.93  0.000
C 1.80 3.65 -3.78  0.000
N 1.23 2.45 -3.54  -0.001
C 0.47 2.22 -2.51  -0.002
P 0.37 0.34 -2.19  0.026
C 2.11 -0.04 -2.61  0.000
C -0.58 -0.41 -3.62  0.009
C -2.04 0.04 -3.50  0.000
C -0.52 -1.93 -3.47  0.000
C -0.03 -0.03 -5.00  0.002
C -2.97 3.51 -1.54  0.000
C -2.67 3.67 -3.04  0.000
C -3.59 2.15 -1.27  0.000
C -3.96 4.61 -1.12  0.000
H -1.22 6.05 -1.17  0.000
H -0.27 5.66 0.26  0.000
H -2.04 5.76 0.39  0.000
H 2.30 6.62 -2.18  0.000
H 3.79 6.94 -4.13  0.000
H 3.93 5.21 -5.89  0.000
H 2.68 3.08 -5.67  0.000
H 2.42 0.50 -3.50  0.000
H 2.18 -1.11 -2.80  0.000
H 2.75 0.22 -1.77  0.000
H -2.40 -0.01 -2.47  0.000
H -2.67 -0.63 -4.09  0.000
H -2.18 1.05 -3.90  0.000
H -0.99 -2.28 -2.54  0.000
H 0.50 -2.31 -3.52  0.000
H -1.07 -2.36 -4.31  0.000
H 0.12 1.04 -5.12  0.000
H -0.75 -0.36 -5.75  0.001
H 0.91 -0.53 -5.20  0.000
H -1.96 2.93 -3.40  0.000
H -2.28 4.66 -3.27  0.000
H -3.60 3.54 -3.59  0.000
H -2.91 1.32 -1.46  0.000
H -4.46 2.03 -1.92  0.000
H -3.94 2.06 -0.24  0.000
H -3.62 5.61 -1.38  0.000
H -4.19 4.57 -0.06  0.000
H -4.89 4.43 -1.66  0.000
O -1.65 -1.53 -0.43  0.097
O -1.77 -0.15 0.07  0.024
Cl -3.68 5.97 5.49  0.000
C -2.99 5.07 4.19  0.000
C -3.77 4.17 3.49  0.000
C -3.21 3.44 2.45  0.000
C -1.87 3.62 2.10  0.000
C -1.26 2.84 0.96  0.006
C -1.10 4.52 2.82  0.000
C -1.65 5.26 3.86  0.000
H -4.80 4.02 3.76  0.000
H -3.81 2.71 1.93  0.000
H -0.18 2.69 1.13  0.003
H -1.72 1.85 0.86  0.003
H -0.06 4.65 2.59  0.000
H -1.05 5.95 4.43  0.000
N 2.51 -3.84 -1.28  0.016
C 2.19 -2.75 -0.57  0.026
O 1.03 -2.21 -0.82  0.028
C 3.06 -2.21 0.41  0.063
C 4.19 -2.96 0.84  0.007
N 5.08 -3.59 1.20  -0.003
C 2.71 -0.95 0.90  0.344
N 1.85 -0.13 0.59  0.083
H 1.77 -4.31 -1.78  0.001
H 3.34 -4.36 -1.06  0.001

---

Entry 4:
ORCA calculation (the ωB97M-V functional and the def2-TZVPD basis) on a cluster of 2 separate species, C5H10N3O in total at a distorted geometry.

The charge is +1. The value obtained for the HOMO-LUMO gap is 0.367 hartree. For the energy above the lowest of the compared OMol25 structures with the same formula, charge and spin, the calculation gives 325.5 kJ/mol.

Each line ends with the Löwdin charge.
Positions of all 19 atoms, in Å:
C 1.30 -0.76 0.37  -0.002
C 2.42 0.06 0.12  -0.237
C 3.87 -0.11 0.00  0.021
C -2.26 0.36 -1.26  -0.066
C -2.09 0.20 0.19  -0.214
N 0.20 0.06 0.27  -0.006
N 0.61 1.25 0.00  0.029
N -2.30 1.21 0.99  0.152
O 1.92 1.25 -0.25  0.063
H 4.31 0.83 -0.19  0.086
H 4.26 -0.44 0.95  0.104
H 4.17 -0.76 -0.77  0.084
H -1.84 -0.36 -2.00  0.112
H -3.33 0.23 -1.48  0.115
H -1.76 1.27 -1.57  0.084
H -2.18 -0.92 0.58  0.187
H -2.32 1.18 2.02  0.158
H -2.49 2.16 0.41  0.221
H 1.06 -1.67 0.84  0.110

---

Entry 5:
ORCA calculation (the ωB97M-V functional and the def2-TZVPD basis) on a cluster of 2 separate species, C4H14N2O in total at a distorted geometry.

The charge is 0. As for the SMILES: NCCCCN.O. The value obtained for the HOMO-LUMO gap is 0.376 hartree. For the energy above the lowest of the compared OMol25 structures with the same formula, charge and spin, the calculation gives 251.8 kJ/mol.

Each line ends with the Löwdin charge.
Positions of all 21 atoms, in Å:
N -0.61 -1.55 1.66  -0.010
C -0.37 -0.04 1.88  -0.246
C -0.10 0.65 0.53  -0.249
C -0.96 0.33 -0.73  -0.198
C -0.88 1.72 -1.52  -0.265
N 0.54 1.77 -1.95  0.009
H -1.63 -1.69 1.79  0.074
H -0.13 -2.13 2.34  0.051
H -1.28 0.31 2.42  0.104
H 0.34 0.19 2.62  0.077
H -0.16 1.74 0.66  0.093
H 0.84 0.28 0.17  0.082
H -0.67 -0.59 -1.15  0.074
H -2.07 0.24 -0.27  0.139
H -1.24 2.44 -0.75  0.101
H -1.68 1.50 -2.23  0.095
H 1.02 2.49 -1.38  0.087
H 0.56 2.05 -2.88  0.026
O 1.99 -2.49 -0.09  -0.071
H 2.96 -2.46 -0.07  0.037
H 1.57 -1.88 0.54  -0.009

---

Entry 6:
ORCA calculation (the ωB97M-V functional and the def2-TZVPD basis) on a structure of composition C33H49CoN5O4P3 at a distorted geometry.

The charge is +1. Its spin multiplicity is 2. The value obtained for the HOMO-LUMO gap (alpha / beta) is 0.294 / 0.337 hartree. For the energy above the lowest of the compared OMol25 structures with the same formula, charge and spin, the calculation gives 0.0 kJ/mol.

Each line ends with the Löwdin spin population.
Positions of all 95 atoms, in Å:
Co 0.86 0.69 0.26  0.913
O 4.33 1.63 -0.32  -0.004
C 3.63 0.65 -0.40  0.001
O 2.40 0.62 -0.86  -0.001
C 4.18 -0.69 0.04  0.000
C 5.55 -0.88 0.04  0.000
C 6.10 -2.09 0.43  0.000
C 5.27 -3.12 0.85  0.000
C 3.90 -2.93 0.88  -0.001
C 3.34 -1.72 0.47  -0.004
P 1.53 -1.48 0.51  -0.012
C 0.86 -2.37 -0.93  0.007
C -0.40 -2.98 -0.87  0.004
C -0.94 -3.61 -1.98  0.000
C -0.23 -3.62 -3.18  0.004
C 1.02 -3.01 -3.25  0.000
C 1.56 -2.39 -2.13  0.004
C 0.94 -2.41 1.95  -0.005
C 0.74 -1.69 3.13  -0.001
C 0.32 -2.33 4.29  0.000
C 0.08 -3.70 4.28  0.000
C 0.27 -4.43 3.11  0.000
C 0.70 -3.79 1.96  -0.001
H 6.18 -0.06 -0.28  0.000
H 7.17 -2.24 0.41  0.000
H 5.69 -4.06 1.17  0.000
H 3.26 -3.74 1.24  0.000
H -0.95 -2.98 0.06  0.000
H -1.90 -4.10 -1.92  0.000
H -0.65 -4.12 -4.05  0.000
H 1.57 -3.03 -4.18  0.000
H 2.54 -1.93 -2.20  0.000
H 0.91 -0.62 3.14  0.000
H 0.18 -1.76 5.21  0.000
H -0.25 -4.20 5.18  0.000
H 0.09 -5.50 3.10  0.000
H 0.85 -4.37 1.05  0.000
N -0.87 0.16 0.99  0.002
C -1.82 -0.48 1.14  0.002
N -2.88 -1.23 1.31  0.000
C -3.98 -1.26 0.33  0.000
C -4.48 -2.69 0.24  0.000
O -4.82 -3.19 1.52  0.000
C -3.69 -3.24 2.37  0.000
C -3.16 -1.85 2.63  0.000
H -3.61 -0.91 -0.63  0.000
H -4.79 -0.61 0.67  0.000
H -3.71 -3.32 -0.22  0.000
H -5.38 -2.72 -0.37  0.000
H -2.90 -3.86 1.93  0.000
H -4.01 -3.70 3.31  0.000
H -2.24 -1.89 3.21  0.000
H -3.90 -1.25 3.15  0.000
C -2.78 1.55 -3.40  0.000
N -1.57 1.41 -2.60  0.000
C -0.73 0.27 -2.99  0.004
P -0.92 2.69 -1.80  0.002
O 0.04 2.19 -0.76  0.014
N -2.12 3.58 -1.13  0.000
C -2.86 4.65 -1.81  0.000
C -2.81 3.06 0.05  0.000
N -0.24 3.70 -2.89  0.000
C 0.53 4.83 -2.34  0.000
C 0.34 3.16 -4.12  0.000
H -2.54 1.65 -4.46  0.000
H -3.36 2.41 -3.09  0.000
H -3.41 0.66 -3.28  0.000
H -0.47 0.32 -4.05  0.000
H -1.26 -0.66 -2.82  0.000
H 0.19 0.25 -2.42  0.003
H -2.35 4.95 -2.72  0.000
H -2.94 5.52 -1.15  0.000
H -3.87 4.32 -2.06  0.000
H -2.18 2.34 0.56  0.000
H -3.75 2.58 -0.23  0.000
H -3.03 3.87 0.74  0.000
H 0.08 5.19 -1.41  0.000
H 0.54 5.65 -3.06  0.000
H 1.56 4.53 -2.13  0.000
H -0.32 2.43 -4.57  0.000
H 1.32 2.71 -3.94  0.000
H 0.47 3.97 -4.84  0.000
C 2.24 3.70 1.05  0.007
P 1.61 2.21 1.88  0.040
C 2.95 1.77 3.03  0.008
C 0.32 2.88 2.97  0.008
H 2.47 4.48 1.78  0.002
H 1.48 4.05 0.35  0.000
H 3.13 3.43 0.48  0.000
H 3.29 2.65 3.58  0.002
H 3.79 1.36 2.47  0.000
H 2.60 1.03 3.75  0.000
H 0.70 3.74 3.54  0.002
H -0.03 2.12 3.67  0.000
H -0.53 3.21 2.37  0.000